1.
C28H39GeMnN5 | ωB97M-V with the def2-TZVPD basis set

As for the gap between HOMO and LUMO (spin up / spin down): 0.300 / 0.289 Eh. The largest force on an atom comes out at 1.03 eV/A. Its expectation value of S² is 3.83. As for the net charge: +2. Its LUMO energy (spin up / spin down) is -5.9 / -6.3 eV. As for the multiplicity: 4. The HOMO energy (spin up / spin down) is -14.090 / -14.121 eV. The molar mass comes out at 573.20 g mol⁻¹.

Geometry (Å):
H  -5.305  -0.502  -4.530
C  -5.185  -0.683  -2.399
C  -4.012  0.943  3.705
H  2.637  0.533  3.186
C  2.572  -0.095  -2.514
H  4.348  0.151  1.345
C  0.847  4.829  -0.334
Mn  0.764  0.085  -0.170
C  0.934  4.107  -1.518
C  -3.075  -0.067  3.516
C  0.841  2.798  0.895
Ge  1.716  -3.428  0.522
C  -3.441  0.253  -3.773
H  3.366  1.573  1.008
H  1.322  2.286  2.930
H  0.036  1.909  -3.154
H  -1.705  0.948  -2.724
H  0.809  5.911  -0.367
C  0.687  1.930  2.119
C  -2.535  -0.276  2.254
N  1.170  0.365  -2.271
H  2.549  -1.185  -2.539
N  0.988  0.489  1.827
H  4.159  -2.583  0.530
H  2.969  -1.105  -0.080
H  0.923  -4.759  -1.466
C  0.789  4.175  0.892
C  0.896  -4.901  -0.384
H  -0.348  1.981  2.461
H  0.724  -3.563  2.845
C  -4.419  -0.450  -1.262
C  -2.944  0.511  1.179
H  0.956  4.606  -2.479
H  3.485  1.474  -1.338
H  -6.164  -1.134  -2.302
H  -4.800  -0.722  -0.285
H  2.413  -3.021  2.946
H  0.698  4.726  1.819
H  -0.452  -2.079  0.475
C  -2.674  0.469  -2.643
C  2.374  0.089  2.227
H  4.466  0.018  -1.482
H  1.764  2.110  -3.339
N  -1.062  0.293  -0.210
C  -4.699  -0.331  -3.649
C  -3.904  1.499  1.364
H  -2.785  -0.701  4.345
N  0.963  2.119  -0.252
H  4.021  -4.223  -0.049
C  3.335  0.491  1.134
C  0.987  1.807  -2.635
H  -4.438  1.108  4.687
H  0.472  -1.728  -0.957
C  1.726  -3.695  2.431
H  0.548  -0.185  -2.854
H  0.323  -0.071  2.348
C  3.551  -3.238  -0.103
H  -4.240  2.095  0.523
H  2.940  0.254  -3.478
H  2.043  -4.716  2.649
N  2.819  -0.102  -0.125
H  1.409  -5.834  -0.143
H  -1.841  -1.094  2.085
H  3.625  -2.920  -1.147
C  0.560  -1.867  0.135
H  -3.073  0.547  -4.748
C  3.445  0.385  -1.380
C  -4.425  1.723  2.632
C  0.982  2.731  -1.438
H  -5.165  2.499  2.780
H  -0.144  -4.987  -0.066
H  2.363  -0.992  2.339
C  -2.320  0.301  -0.167
C  -3.158  0.118  -1.385

2.
C8H13N2 | ωB97M-V with the def2-TZVPD basis set

As for the gap between HOMO and LUMO: 0.289 Eh. The largest force on an atom comes out at 4.88 eV/A. As for the net charge: +1. Its LUMO energy is -4.2 eV. As for the multiplicity: 1. Its SMILES is C/C(N)=C1\C=CCCC1=[NH2+]. The HOMO energy is -12.061 eV. The molar mass comes out at 137.21 g mol⁻¹.

Geometry (Å):
N  0.302  -2.297  0.288
C  -2.404  1.430  0.274
H  2.296  2.435  0.058
N  -2.456  -0.913  -0.295
C  2.008  -0.860  -0.347
H  3.536  0.303  0.093
C  1.768  1.503  0.002
C  -1.680  0.130  -0.116
H  -3.116  0.951  0.901
C  0.589  -1.030  -0.113
H  1.007  -2.942  0.381
C  2.522  0.338  0.330
C  0.480  1.391  -0.159
H  -2.057  -1.561  -1.012
H  -3.380  -0.505  -0.327
H  -0.134  2.200  -0.409
C  -0.295  0.141  -0.179
H  -1.795  2.145  0.843
H  2.508  0.171  1.528
H  -2.882  1.801  -0.636
H  2.188  -0.689  -1.510
H  -0.558  -2.465  0.653
H  2.399  -1.812  -0.176

3.
C2H10BBaGaNO | ωB97M-V with the def2-TZVPD basis set

As for the gap between HOMO and LUMO: 0.209 Eh. The largest force on an atom comes out at 4.51 eV/A. As for the net charge: +1. Its LUMO energy is -5.3 eV. As for the multiplicity: 1. The HOMO energy is -11.020 eV. The molar mass comes out at 281.97 g mol⁻¹.

Geometry (Å):
H  1.980  -1.537  -0.033
H  2.453  0.618  -0.977
H  1.499  2.002  -0.472
B  -0.657  0.549  0.586
C  0.918  -1.279  -0.038
C  1.425  0.969  -0.809
Ba  2.156  -0.378  1.928
H  0.486  -1.576  -0.991
H  -1.204  0.907  2.358
H  -3.215  -0.943  0.580
O  -0.673  1.364  1.704
Ga  -2.351  -0.101  -0.458
H  -3.079  1.216  -0.918
H  -1.869  -1.024  -1.682
N  0.804  0.148  0.235
H  0.423  -1.841  0.748
H  0.903  0.906  -1.761

4.
C38H30N5O5PTi | ωB97M-V with the def2-TZVPD basis set

As for the gap between HOMO and LUMO (spin up / spin down): 0.228 / 0.280 Eh. The largest force on an atom comes out at 1.33 eV/A. Its expectation value of S² is 2.01. As for the net charge: 0. Its LUMO energy (spin up / spin down) is 0.0 / -0.4 eV. As for the multiplicity: 3. The HOMO energy (spin up / spin down) is -6.239 / -8.030 eV. The molar mass comes out at 715.53 g mol⁻¹.

Geometry (Å):
C  -1.061  -2.363  -0.881
C  4.276  0.994  4.811
C  -3.107  0.280  -2.632
O  1.375  1.950  1.991
H  -2.078  4.996  -2.403
C  -3.713  -0.049  -4.951
C  -2.617  -0.888  -5.108
C  -2.755  -3.987  -0.286
C  -2.865  4.919  -0.368
H  -3.183  -2.048  -1.061
H  1.627  -2.707  -2.170
N  -0.279  0.997  3.265
N  -3.192  0.162  -0.264
C  1.078  -1.448  1.787
H  3.538  -2.450  -3.628
O  1.694  1.621  -0.745
C  -0.090  -3.279  -0.478
H  4.632  0.290  6.811
P  -0.686  -0.669  -1.485
H  -3.338  0.244  1.584
H  2.210  1.470  -4.717
C  -1.956  -0.485  -2.812
H  -3.802  -4.251  -0.209
H  -2.424  -1.369  -6.058
C  2.545  -0.291  0.421
C  0.795  -0.759  -2.575
H  1.866  -3.041  2.971
H  -0.878  -1.720  -4.196
C  -2.403  -2.736  -0.766
C  -0.443  -4.536  -0.004
O  0.288  0.353  5.732
C  2.087  -2.288  2.228
H  -3.511  5.780  -0.481
H  2.235  -0.058  7.320
H  0.955  -3.013  -0.481
C  3.586  -1.129  0.766
C  -3.578  0.748  -1.320
C  2.551  0.319  6.356
H  0.334  -5.227  0.298
H  5.321  1.150  4.583
C  2.825  -1.639  -3.551
H  0.063  -1.537  2.152
H  3.572  1.670  2.897
H  -3.410  4.562  1.667
C  -2.809  4.255  0.822
H  0.289  1.227  -3.236
C  2.768  0.904  -0.529
C  0.993  0.407  -3.323
C  -1.748  -1.093  -4.048
C  1.730  -1.777  -2.701
C  -1.958  3.135  0.955
H  -4.338  1.528  -1.276
H  -4.385  0.141  -5.777
N  -1.014  1.308  2.079
H  -0.256  0.499  4.918
O  -3.843  0.638  0.859
H  -2.053  -5.874  0.461
O  3.860  1.066  -1.016
H  4.161  -2.783  2.008
C  -3.956  0.522  -3.714
N  1.300  -0.487  0.892
N  -1.188  2.718  -0.104
C  3.353  -2.134  1.695
H  4.556  -0.944  0.327
C  -1.776  -4.896  0.091
C  -1.258  3.400  -1.265
H  -0.608  3.039  -2.054
H  -4.834  1.138  -3.563
C  3.885  0.516  6.060
C  1.570  0.594  5.404
H  -2.099  2.790  3.119
C  2.078  0.550  -4.164
C  0.960  1.382  3.090
C  3.305  1.280  3.871
Ti  0.245  1.266  0.467
C  1.950  1.092  4.147
C  -2.070  4.483  -1.453
C  -1.763  2.416  2.157
H  3.866  -0.368  -4.927
C  3.006  -0.479  -4.280

5.
C19H12AlCl5F6O5 | ωB97M-V with the def2-TZVPD basis set

As for the gap between HOMO and LUMO (spin up / spin down): 0.253 / 0.266 Eh. The largest force on an atom comes out at 1.00 eV/A. As for the net charge: 0. Its LUMO energy (spin up / spin down) is -0.9 / -0.5 eV. As for the multiplicity: 1. The HOMO energy (spin up / spin down) is -7.814 / -7.743 eV. The molar mass comes out at 638.53 g mol⁻¹.

Geometry (Å):
H  1.760  4.564  2.831
C  -1.997  -0.245  2.283
Al  0.462  -0.583  -0.451
C  0.586  4.559  0.296
O  -0.942  -0.435  -1.706
C  -0.814  4.059  -1.606
H  2.445  6.148  2.431
Cl  -4.012  0.888  3.676
C  -1.157  2.905  -2.014
Cl  -1.364  -3.525  5.280
F  0.007  -2.579  -3.391
H  -4.069  0.059  -2.453
C  -1.005  -1.204  2.037
F  3.675  -3.149  -0.460
O  1.131  1.005  -0.409
C  -0.135  4.971  -0.751
H  -1.382  4.386  -2.545
C  2.741  -2.349  -3.117
C  1.871  -2.719  -1.920
H  3.698  -1.984  -2.749
H  2.946  4.715  1.505
H  -3.124  -1.423  -2.866
C  2.629  -3.744  -1.042
F  -0.378  -3.385  -1.430
C  -0.824  -2.217  2.988
Cl  -2.185  1.042  1.135
O  1.071  5.530  1.115
O  -0.269  -1.176  0.952
C  -2.792  -0.299  3.423
C  0.908  3.186  0.561
Cl  -3.581  -1.388  5.766
F  1.855  -4.250  -0.076
H  -0.242  6.037  -0.905
C  -1.611  -2.270  4.133
H  2.254  -1.555  -3.676
C  0.541  -3.336  -2.410
F  3.104  -4.771  -1.765
C  -2.602  -1.315  4.355
F  0.688  -4.570  -2.896
C  0.752  2.224  -0.344
C  -3.309  -0.641  -2.125
H  1.301  2.906  1.539
Cl  0.395  -3.385  2.692
C  -2.038  0.040  -1.809
O  1.613  -1.619  -1.141
H  2.910  -3.204  -3.770
C  2.111  5.201  2.015
H  -3.623  -1.106  -1.185

6.
C11H17IN2S2Sn | ωB97M-V with the def2-TZVPD basis set

As for the gap between HOMO and LUMO (spin up / spin down): 0.148 / 0.137 Eh. The largest force on an atom comes out at 3.54 eV/A. As for the net charge: 0. Its LUMO energy (spin up / spin down) is -0.5 / -0.5 eV. As for the multiplicity: 1. The HOMO energy (spin up / spin down) is -4.568 / -4.285 eV. The molar mass comes out at 487.02 g mol⁻¹.

Geometry (Å):
H  1.245  4.114  0.466
N  0.953  -1.462  1.723
C  1.831  1.483  3.906
H  -1.960  1.091  -1.647
S  1.546  3.136  3.461
H  -0.591  -0.808  -2.792
H  -0.308  1.864  -1.870
H  1.927  0.298  -1.890
H  -0.980  -2.035  -1.561
Sn  0.223  -0.112  0.211
H  2.238  1.159  4.848
C  -1.000  1.035  -2.188
H  -1.036  0.986  -3.304
C  2.095  -0.009  -0.848
C  -1.156  -0.962  -1.854
S  1.331  -3.352  3.379
H  2.736  0.704  -0.314
C  0.400  3.586  0.943
H  -0.899  -3.384  0.733
C  1.453  -0.819  2.872
C  0.160  -3.621  0.838
H  -2.256  -0.816  -1.861
C  0.923  2.617  1.940
C  0.795  -2.769  1.852
C  1.477  0.613  2.896
H  2.499  -1.027  -0.787
H  -0.229  3.103  0.177
H  0.252  -4.647  1.187
H  2.128  -1.465  4.842
N  0.965  1.305  1.790
H  0.669  -3.541  -0.121
H  -0.207  4.329  1.489
C  1.727  -1.727  3.873
I  -2.312  -0.116  1.242